Formula: C25H44AsIrN4O2S2Si3
Source: OMol25
Level of theory: ωB97M-V/def2-TZVPD

```
82
Properties=species:S:1:pos:R:3
Ir 0.678 -0.457 1.110
N 2.248 -2.941 -1.145
C 2.938 -2.394 -0.141
N 2.412 -1.672 0.857
C 3.396 -1.325 1.795
C 4.630 -1.756 1.511
S 4.626 -2.648 0.032
C 2.894 -0.622 2.960
C 3.520 -0.273 4.088
S 2.414 0.419 5.224
C 1.132 0.213 4.111
N 1.510 -0.333 2.949
N -0.120 0.547 4.395
H 1.332 -2.579 -1.349
H 2.735 -3.422 -1.884
H 5.538 -1.618 2.076
H 4.560 -0.401 4.341
H -0.364 0.924 5.297
H -0.854 0.375 3.730
C 4.329 2.297 -5.576
C 3.542 1.819 -4.399
C 3.720 2.397 -3.142
C 3.004 2.000 -2.034
C 3.296 2.737 -0.749
C 2.039 0.948 -2.188
C 1.823 0.370 -3.474
C 0.753 -0.642 -3.823
C 2.589 0.812 -4.531
C 1.341 0.457 -1.048
O 0.630 -0.619 -0.956
O 1.363 1.033 0.134
H 5.350 2.552 -5.293
H 3.869 3.203 -5.979
H 4.351 1.555 -6.373
H 4.448 3.191 -3.030
H 4.163 3.378 -0.886
H 3.494 2.069 0.087
H 2.452 3.367 -0.462
H -0.092 -0.117 -4.274
H 0.376 -1.204 -2.979
H 1.131 -1.336 -4.572
H 2.425 0.369 -5.507
C -4.566 -0.444 -0.914
Si -2.750 -0.441 -1.288
C -2.076 -2.050 -1.920
C -2.123 1.035 -2.210
As -1.718 -0.272 0.989
Si -2.557 2.112 1.642
C -1.195 3.113 0.909
C -2.650 2.181 3.489
C -4.217 2.300 0.882
Si -2.329 -2.450 2.024
C -3.952 -3.031 1.392
C -2.259 -2.082 3.837
C -0.843 -3.443 1.491
H -5.033 -1.351 -1.307
H -5.056 0.403 -1.399
H -4.790 -0.393 0.151
H -2.157 -2.072 -3.011
H -2.613 -2.916 -1.531
H -1.023 -2.143 -1.667
H -2.560 1.968 -1.851
H -2.393 0.938 -3.266
H -1.035 1.115 -2.155
H -0.216 2.764 1.236
H -1.305 4.158 1.217
H -1.214 3.087 -0.182
H -1.739 2.594 3.919
H -2.885 1.225 3.961
H -3.466 2.862 3.752
H -4.236 2.161 -0.197
H -4.523 3.333 1.089
H -4.963 1.645 1.335
H -4.783 -2.472 1.826
H -4.066 -4.077 1.698
H -4.037 -2.994 0.307
H -2.925 -1.264 4.120
H -1.239 -1.838 4.146
H -2.573 -2.959 4.412
H -0.865 -3.694 0.428
H -0.787 -4.380 2.051
H 0.096 -2.903 1.691
```

Output
* ⟨S²⟩: 0.76
* frontier orbital gap (spin up / spin down): 6.00 / 4.87 eV
* total energy: -145654.218 eV
* charge: +3
* ΔE to the lowest compared entry with this formula, charge and spin: 0.00 kcal per mole
* LUMO (spin up / spin down): -10.2 / -11.3 eV
* 2S+1: 2

Listed below, in e, are the Mulliken charges computed for each atom: 2.6865, -0.2136, 0.3185, 0.0489, -0.4317, -0.2810, -0.1130, -0.1696, -0.2860, -0.1159, 0.5252, 0.3402, -0.0134, -0.0125, 0.2956, 0.4928, 0.4941, 0.2485, -0.5540, -1.5525, 0.4382, -1.1186, 0.7244, -1.2686, 0.3790, 1.0542, -1.6593, -1.0144, 0.4575, -1.3532, -0.9309, 0.4171, 0.3317, 0.4098, 0.4587, 0.4760, 0.2029, 0.2491, 0.4340, -0.2314, 0.6223, 0.4943, -1.3658, 0.4058, -0.2406, -0.4991, 0.0878, 0.4335, -0.8105, -1.1389, -0.9824, 0.1206, -0.9838, -0.9382, -1.0393, 0.4901, 0.4703, 0.3327, 0.5118, 0.5100, -0.6028, 0.4330, 0.5109, -0.2322, 0.1079, 0.5781, 0.2588, 0.3274, 0.3630, 0.4397, 0.2189, 0.4618, 0.3726, 0.3678, 0.4411, 0.2329, 0.2882, 0.2622, 0.4420, 0.2440, 0.5591, 0.2813



Formula: C25H44BiCl4N3O6Si
Source: OMol25
Level of theory: ωB97M-V/def2-TZVPD

```
84
Properties=species:S:1:pos:R:3
C -1.307 -0.622 -3.485
C -0.836 -1.917 -2.914
H -1.154 -0.562 -4.563
H -0.785 0.208 -2.988
H -2.385 -0.483 -3.302
C -0.363 -2.960 -3.615
C -0.266 -3.022 -5.106
H -0.051 -3.865 -3.089
H -0.450 -2.049 -5.585
H -0.973 -3.742 -5.542
H 0.736 -3.363 -5.407
Bi 0.299 0.553 0.542
Cl 0.369 2.271 -1.320
C -0.105 -2.457 2.464
O 0.748 -1.615 2.100
N 0.160 -3.512 3.250
C 1.506 -3.768 3.753
C -0.871 -4.478 3.609
H -1.167 -2.397 2.159
H 2.132 -2.883 3.585
H 1.951 -4.633 3.247
H 1.444 -3.986 4.827
H -1.836 -4.106 3.250
H -0.907 -4.602 4.703
H -0.674 -5.457 3.148
H 0.999 3.514 5.891
H -0.997 4.734 5.392
C 1.346 3.551 4.852
C -0.708 4.814 4.340
N 0.185 3.722 3.993
H 1.881 2.635 4.590
C 0.071 3.059 2.837
O 0.948 2.278 2.403
H -1.591 4.768 3.697
H -0.880 3.256 2.297
H 2.012 4.422 4.758
H -0.206 5.785 4.209
H 1.760 -0.189 -3.116
H 2.538 -2.930 -2.672
C 2.771 -0.023 -2.713
C 3.449 -2.382 -2.383
N 3.130 -1.091 -1.788
H 2.808 0.951 -2.224
C 3.024 -0.965 -0.461
O 2.690 0.101 0.120
H 4.005 -2.970 -1.648
H 3.259 -1.884 0.119
H 3.482 -0.063 -3.550
H 4.052 -2.217 -3.281
O 0.214 -1.100 -0.992
C -0.833 -1.902 -1.396
C 0.455 -3.934 -0.497
C -0.759 -3.285 -0.725
H 1.398 -3.424 -0.743
C 0.453 -5.228 0.021
H -1.793 -1.447 -1.100
C -1.957 -3.901 -0.374
H 1.399 -5.756 0.172
C -0.746 -5.865 0.327
C -1.961 -5.195 0.150
H -2.872 -3.339 -0.567
H -0.761 -6.891 0.714
H -2.916 -5.649 0.401
Si -0.156 6.018 -2.274
Cl -0.451 4.560 -3.750
C 1.683 5.976 -1.941
C -1.350 5.475 -0.943
C -0.612 7.769 -2.802
H 2.016 4.943 -1.781
H 1.921 6.572 -1.050
H 2.235 6.394 -2.795
H 0.042 8.167 -3.584
H -0.522 8.440 -1.937
H -1.643 7.843 -3.159
H -1.138 4.430 -0.668
H -2.380 5.531 -1.329
H -1.267 6.114 -0.059
Cl -4.937 0.965 1.420
C -3.840 -0.235 2.121
Cl -4.182 -1.908 1.611
C -2.381 0.122 1.742
O -1.613 0.361 2.695
O -2.073 0.141 0.497
H -3.909 -0.192 3.209
```

Output
* frontier orbital gap: 8.69 eV
* total energy: -107206.319 eV
* ΔE to the lowest compared entry with this formula, charge and spin: 3.39 kcal per mole
* LUMO: 0.5 eV

Listed below, in e, are the Mulliken charges computed for each atom: -1.3409, 0.2640, 0.4197, 0.0229, 0.2766, 0.1275, -1.5192, 0.4063, 0.3431, 0.2809, 0.3059, 2.1750, -0.5895, 0.6075, -0.9737, 0.3529, -0.9227, -0.9041, -0.1633, 0.2487, 0.2675, 0.3349, 0.2148, 0.3559, 0.3205, 0.3409, 0.3050, -0.9618, -0.8681, 0.1349, 0.2520, 0.6586, -0.9107, 0.2799, 0.0893, 0.3271, 0.3134, 0.1575, 0.1765, -0.8345, -0.8102, 0.2938, 0.3003, 0.1996, -0.7301, 0.3339, 0.2946, 0.3646, 0.3311, -0.4848, 0.3096, 0.6646, -0.2387, -0.1087, -0.7742, 0.3216, 0.0224, 0.4171, -0.6714, -0.9601, 0.5706, 0.4146, 0.4006, 0.5464, -0.3286, -0.8172, -0.5131, -0.9839, 0.1623, 0.3094, 0.2722, 0.2795, 0.3131, 0.2797, -0.1281, 0.2943, 0.3079, -0.1787, 0.0543, -0.1416, 0.3363, -0.6259, -0.6116, 0.3412



Formula: C25H44CeCl3N4O3SeSi
Source: OMol25
Level of theory: ωB97M-V/def2-TZVPD

```
82
Properties=species:S:1:pos:R:3
C 1.448 -0.805 -3.900
C 1.014 0.611 -3.888
H 1.167 -1.329 -4.821
H 1.032 -1.355 -3.040
H 2.546 -0.865 -3.802
C 0.542 1.312 -4.920
C 0.373 0.832 -6.319
H 0.276 2.360 -4.764
H 0.607 -0.231 -6.451
H 1.015 1.400 -7.011
H -0.659 0.994 -6.668
Ce -0.049 -0.050 0.134
Cl 2.416 0.292 0.537
Cl 0.294 -2.388 -0.658
C 0.414 2.877 0.762
O -0.488 1.980 0.799
N 0.128 4.092 1.168
C -1.216 4.455 1.597
C 1.127 5.131 1.103
H 1.441 2.676 0.422
H -1.833 3.560 1.650
H -1.652 5.172 0.886
H -1.161 4.935 2.584
H 2.063 4.711 0.716
H 1.300 5.547 2.102
H 0.799 5.930 0.429
H -1.492 -1.003 -3.606
H -2.425 1.284 -4.143
C -2.297 -1.160 -2.871
C -3.254 1.044 -3.460
N -2.791 0.138 -2.425
H -1.899 -1.713 -2.020
C -2.647 0.577 -1.195
O -2.183 -0.136 -0.254
H -3.619 1.971 -3.000
H -2.977 1.599 -0.997
H -3.118 -1.711 -3.347
H -4.066 0.579 -4.030
O 0.008 0.764 -1.847
C 1.105 1.244 -2.526
C -0.119 3.453 -2.336
C 1.073 2.758 -2.477
H -1.042 2.890 -2.193
C -0.121 4.847 -2.371
H 2.041 0.910 -2.045
C 2.271 3.456 -2.622
H -1.065 5.381 -2.274
C 1.070 5.545 -2.531
C 2.268 4.842 -2.649
H 3.202 2.896 -2.720
H 1.068 6.634 -2.559
H 3.207 5.379 -2.765
Si 0.397 -7.448 -0.923
Cl 0.646 -7.457 -2.984
C -1.417 -7.164 -0.577
C 1.448 -6.069 -0.236
C 0.956 -9.116 -0.281
H -1.752 -6.205 -0.996
H -1.614 -7.148 0.505
H -2.035 -7.959 -1.021
H 0.362 -9.930 -0.721
H 0.849 -9.173 0.812
H 2.011 -9.301 -0.527
H 1.143 -5.095 -0.646
H 2.510 -6.220 -0.480
H 1.360 -6.015 0.860
C 2.514 -0.348 4.189
N 1.229 0.388 4.263
C 0.963 1.510 5.017
C -0.330 1.833 4.840
N -0.887 0.917 3.971
C -2.307 0.893 3.550
C 0.083 0.017 3.609
Se -0.131 -1.446 2.568
H 3.251 0.153 4.829
H 2.890 -0.357 3.160
H 2.385 -1.376 4.539
H 1.703 1.971 5.621
H -0.893 2.625 5.269
H -2.949 0.780 4.434
H -2.557 1.839 3.050
H -2.509 0.065 2.861
```

Output
* ⟨S²⟩: 0.75
* frontier orbital gap (spin up / spin down): 5.90 / 7.62 eV
* total energy: -162468.609 eV
* ΔE to the lowest compared entry with this formula, charge and spin: 0.00 kcal per mole
* LUMO (spin up / spin down): 0.1 / 0.1 eV
* 2S+1: 2

Listed below, in e, are the Mulliken charges computed for each atom: -1.3471, 0.4766, 0.4021, 0.0639, 0.2796, 0.0762, -1.5730, 0.3630, 0.3535, 0.3233, 0.2918, 0.2959, -0.5267, -0.3553, 0.0050, -0.3508, 0.5786, -0.7818, -1.0853, 0.3591, 0.0586, 0.2807, 0.3266, 0.3071, 0.3510, 0.3794, 0.0930, 0.1597, -0.6751, -0.7640, 0.3048, 0.1961, 0.0306, -0.5568, 0.3056, 0.3667, 0.4104, 0.3239, -0.2333, -0.2007, 0.4470, -0.2923, 0.1163, -0.6618, 0.6707, -0.1050, 0.4262, -0.6079, -0.7449, 0.4532, 0.4088, 0.3861, 0.5075, -0.3437, -0.8834, -0.5804, -0.9257, 0.2507, 0.3082, 0.2729, 0.2632, 0.3226, 0.2522, -0.0203, 0.2792, 0.2890, -0.7464, 0.3695, -0.5071, -0.6062, 0.4408, -0.8127, -0.5212, -0.1643, 0.3035, 0.2402, 0.3349, 0.4816, 0.5431, 0.3555, 0.2262, 0.2613